Arrangement 1

This record from the Open Molecules 2025 dataset describes a 2-piece molecular cluster, C2H4O4 overall. The level of theory is wB97M-V/def2-TZVPD.

Structure (XYZ):
```
10
Properties=species:S:1:pos:R:3
O -2.66 -1.62 -3.02
O -1.08 -0.04 -3.28
C -1.76 -0.92 -2.61
H -0.35 0.40 -2.76
H -1.40 -0.88 -1.56
O -0.03 0.73 2.03
O 1.81 1.30 3.25
C 1.12 0.55 2.37
H 2.55 0.73 3.59
H 1.79 -0.25 2.00
```

Output
E_HOMO   -10.671 eV
2S+1   1
E_LUMO   0.17 eV
Charge   0

Mulliken population analysis, charges in e, atoms 1 to 8:
1 O -0.471
2 O -0.411
3 C 0.379
4 H 0.370
5 H 0.134
6 O -0.449
7 O -0.409
8 C 0.294

Arrangement 2

This record from the Open Molecules 2025 dataset describes a 2-piece molecular cluster, C2H4O4 overall. The level of theory is wB97M-V/def2-TZVPD.

Structure (XYZ):
```
10
Properties=species:S:1:pos:R:3
O 0.31 1.45 -2.79
O 0.67 -0.84 -3.20
C 0.59 0.50 -3.52
H 0.71 -1.32 -4.07
H 0.95 0.57 -4.57
O 0.76 0.14 4.50
O -0.71 -0.74 2.92
C -0.38 0.10 3.96
H -1.63 -0.57 2.59
H -1.27 0.72 4.18
```

Output
E_HOMO   -10.843 eV
2S+1   1
E_LUMO   0.41 eV
Charge   0

Mulliken population analysis, charges in e, atoms 1 to 8:
1 O -0.446
2 O -0.399
3 C 0.297
4 H 0.363
5 H 0.185
6 O -0.475
7 O -0.414
8 C 0.341

The computed energies, referenced to the most stable structure and given in kcal/mol, are arrangement 1 0.0; arrangement 2 6.5.

Arrangement 1

This record from the Open Molecules 2025 dataset describes one molecule with the formula C5H6. The level of theory is wB97M-V/def2-TZVPD.

Structure (XYZ):
```
11
Properties=species:S:1:pos:R:3
C 0.38 0.15 -0.18
C -0.73 -0.62 0.17
C 0.91 0.90 0.88
C -1.84 -1.17 0.50
C 1.00 0.21 -1.46
H 1.76 1.54 0.73
H 0.48 0.87 1.86
H -2.80 -0.67 0.39
H -1.90 -2.17 0.92
H 1.85 0.85 -1.60
H 0.63 -0.37 -2.29
```

Output
E_HOMO (alpha / beta)   -7.128 / -7.528 eV
2S+1   1
E_LUMO (alpha / beta)   -0.58 / -0.23 eV
Charge   0

Mulliken population analysis, charges in e, atoms 1 to 8:
1 C 1.003
2 C 0.179
3 C -1.055
4 C -0.757
5 C -1.171
6 H 0.309
7 H 0.326
8 H 0.241

Arrangement 2

This record from the Open Molecules 2025 dataset describes one molecule with the formula C5H6. The level of theory is wB97M-V/def2-TZVPD.

Structure (XYZ):
```
11
Properties=species:S:1:pos:R:3
C -0.70 0.82 -0.02
C -1.05 -0.57 -0.33
C 0.08 -1.16 -0.09
C 1.32 -0.40 -0.17
C 0.91 0.87 -0.03
H -1.29 1.66 -0.72
H -1.08 1.02 1.09
H -1.97 -0.99 0.25
H 0.25 -2.24 0.20
H 2.18 -0.94 0.17
H 1.35 1.94 -0.37
```

Output
E_HOMO   -9.014 eV
2S+1   1
E_LUMO   0.79 eV
Charge   0

Mulliken population analysis, charges in e, atoms 1 to 8:
1 C -0.132
2 C -0.502
3 C -0.073
4 C -0.426
5 C -0.411
6 H 0.281
7 H 0.202
8 H 0.193

Arrangement 3

This record from the Open Molecules 2025 dataset describes one molecule with the formula C5H6. The level of theory is wB97M-V/def2-TZVPD.

Structure (XYZ):
```
11
Properties=species:S:1:pos:R:3
C 0.42 -1.89 0.15
C 0.11 -0.61 -0.46
C -0.28 0.42 0.28
C -0.48 1.81 -0.10
C -0.59 3.05 -0.18
H 0.52 -1.66 1.28
H -0.33 -2.71 -0.13
H 1.46 -2.26 -0.24
H -0.02 -0.57 -1.58
H -0.21 0.37 1.42
H -0.58 4.05 -0.43
```

Output
E_HOMO   -8.970 eV
2S+1   1
E_LUMO   1.05 eV
Charge   0

Mulliken population analysis, charges in e, atoms 1 to 8:
1 C -0.865
2 C 0.231
3 C -0.459
4 C -0.527
5 C -0.028
6 H 0.243
7 H 0.238
8 H 0.268

Arrangement 4

This record from the Open Molecules 2025 dataset describes one molecule with the formula C5H6. The level of theory is wB97M-V/def2-TZVPD.

Structure (XYZ):
```
11
Properties=species:S:1:pos:R:3
C 1.03 -1.05 0.00
C 0.20 0.23 -0.08
C 0.70 1.49 -0.03
C -1.28 0.08 -0.13
C -2.48 0.00 0.08
H 2.13 -0.96 -0.37
H 0.66 -1.84 -0.74
H 0.94 -1.43 1.13
H -0.10 2.26 -0.09
H 1.71 1.67 0.31
H -3.51 -0.45 -0.08
```

Output
E_HOMO   -9.149 eV
2S+1   1
E_LUMO   0.92 eV
Charge   0

Mulliken population analysis, charges in e, atoms 1 to 8:
1 C -0.964
2 C 0.536
3 C -0.824
4 C -0.423
5 C -0.078
6 H 0.304
7 H 0.296
8 H 0.222

The computed energies, referenced to the most stable structure and given in kcal/mol, are arrangement 1 44.2; arrangement 2 11.3; arrangement 3 0.0; arrangement 4 5.0.

Arrangement 1

This record from the Open Molecules 2025 dataset describes one molecule with the formula C5H6. The level of theory is wB97M-V/def2-TZVPD.

Structure (XYZ):
```
11
Properties=species:S:1:pos:R:3
C 0.29 1.70 -1.68
C 0.09 0.63 -1.18
C -0.90 -0.47 0.90
C 0.59 -0.57 1.04
C 0.03 -0.53 -0.34
H 0.55 2.61 -2.31
H -1.75 -1.23 0.88
H -1.15 0.57 1.16
H 1.24 0.37 1.34
H 0.98 -1.58 1.14
H 0.03 -1.49 -0.95
```

Output
E_HOMO   -9.115 eV
2S+1   1
E_LUMO   1.20 eV
Charge   0

Mulliken population analysis, charges in e, atoms 1 to 8:
1 C 0.243
2 C -0.702
3 C -0.631
4 C -0.476
5 C -0.137
6 H 0.359
7 H 0.252
8 H 0.260

Arrangement 2

This record from the Open Molecules 2025 dataset describes one molecule with the formula C5H6. The level of theory is wB97M-V/def2-TZVPD.

Structure (XYZ):
```
11
Properties=species:S:1:pos:R:3
C -1.79 -0.45 1.25
C -0.65 0.18 0.92
C 0.65 -0.27 0.41
C 1.02 0.16 -0.91
C 1.07 0.48 -2.09
H -2.78 0.07 1.58
H -1.98 -1.57 1.41
H -0.54 1.33 0.96
H 0.75 -1.34 0.49
H 1.50 0.11 1.12
H 1.21 0.76 -3.05
```

Output
E_HOMO   -9.814 eV
2S+1   1
E_LUMO   1.08 eV
Charge   0

Mulliken population analysis, charges in e, atoms 1 to 8:
1 C -0.610
2 C -0.038
3 C -0.633
4 C -0.372
5 C 0.017
6 H 0.210
7 H 0.210
8 H 0.198

The computed energies, referenced to the most stable structure and given in kcal/mol, are arrangement 1 3.7; arrangement 2 0.0.

Arrangement 1

This record from the Open Molecules 2025 dataset describes a 3-piece molecular cluster, C5H15NO2 overall. The level of theory is wB97M-V/def2-TZVPD.

Structure (XYZ):
```
23
Properties=species:S:1:pos:R:3
C -0.96 -0.19 1.79
C -0.89 -0.93 0.43
C -1.46 -0.01 -0.68
C -0.48 0.85 -1.37
C -0.08 0.56 -2.61
N -0.04 1.97 -0.68
H -1.95 0.27 1.87
H -0.20 0.59 1.79
H -0.77 -0.86 2.63
H 0.14 -1.22 0.29
H -1.44 -1.88 0.52
H -2.03 -0.63 -1.38
H -2.30 0.51 -0.20
H -0.43 -0.30 -3.16
H 0.60 1.19 -3.18
H -0.52 2.25 0.15
H 0.76 2.52 -0.95
H 2.37 -0.37 -0.37
H 1.83 0.90 0.32
O 2.45 0.16 0.42
H 1.96 -2.30 0.88
H 1.75 -1.06 1.77
O 1.68 -2.02 1.75
```

Output
E_HOMO   -8.421 eV
2S+1   1
E_LUMO   0.68 eV
Charge   0

Mulliken population analysis, charges in e, atoms 1 to 8:
1 C -1.380
2 C 0.272
3 C -1.166
4 C 0.784
5 C -1.204
6 N -0.446
7 H 0.468
8 H 0.239

Arrangement 2

This record from the Open Molecules 2025 dataset describes a 3-piece molecular cluster, C5H15NO2 overall. The level of theory is wB97M-V/def2-TZVPD.

Structure (XYZ):
```
23
Properties=species:S:1:pos:R:3
C -0.23 2.02 0.73
N -0.60 0.82 -0.07
C -1.31 -0.03 0.77
C -0.84 -1.53 0.89
C 0.59 -1.83 1.45
C 1.65 -2.01 0.64
H -1.05 2.30 1.47
H -0.08 2.92 0.05
H 0.43 2.04 1.59
H 0.22 0.58 -0.54
H -2.36 -0.12 0.35
H -1.51 0.32 1.78
H -0.88 -1.91 -0.16
H -1.72 -2.10 1.47
H 0.79 -1.64 2.37
H 1.39 -2.25 -0.44
H 2.66 -1.96 0.88
H 1.89 1.00 -1.58
H 3.25 0.25 -1.18
O 2.86 0.79 -1.77
H -1.40 1.28 -3.44
H -1.84 0.65 -2.18
O -1.92 0.43 -3.08
```

Output
E_HOMO   -9.321 eV
2S+1   1
E_LUMO   0.62 eV
Charge   0

Mulliken population analysis, charges in e, atoms 1 to 8:
1 C -1.091
2 N 0.066
3 C -0.630
4 C -0.694
5 C -0.180
6 C -0.860
7 H 0.341
8 H 0.330

The computed energies, referenced to the most stable structure and given in kcal/mol, are arrangement 1 0.0; arrangement 2 67.5.

Arrangement 1

This record from the Open Molecules 2025 dataset describes a 3-piece molecular cluster, C5H15NO2 overall. The level of theory is wB97M-V/def2-TZVPD.

Structure (XYZ):
```
23
Properties=species:S:1:pos:R:3
C 1.85 -0.13 1.33
C 2.00 0.76 0.11
C 1.51 0.06 -1.17
C 0.02 0.02 -1.31
C -0.86 0.96 -0.98
N -0.36 -1.17 -1.96
H 0.83 -0.39 1.65
H 2.40 0.19 2.21
H 2.26 -1.13 1.13
H 1.47 1.69 0.31
H 3.05 1.04 0.01
H 2.06 0.56 -1.98
H 1.95 -0.94 -1.23
H -0.54 1.76 -0.33
H -1.90 1.14 -1.22
H 0.34 -1.55 -2.57
H -1.32 -1.40 -2.17
H -1.40 -1.10 0.48
H -2.19 -2.31 0.97
O -2.01 -1.38 1.20
H -2.73 1.17 1.08
H -3.29 0.72 2.52
O -3.14 1.44 1.92
```

Output
E_HOMO   -8.705 eV
2S+1   1
E_LUMO   0.70 eV
Charge   0

Mulliken population analysis, charges in e, atoms 1 to 8:
1 C -1.097
2 C -0.439
3 C -0.701
4 C 0.798
5 C -1.168
6 N -0.457
7 H 0.216
8 H 0.376

Arrangement 2

This record from the Open Molecules 2025 dataset describes a 2-piece molecular cluster, C5H15NO2 overall. The level of theory is wB97M-V/def2-TZVPD.

Structure (XYZ):
```
23
Properties=species:S:1:pos:R:3
C 1.26 -1.47 0.69
C -0.07 -1.44 -0.08
N 0.10 -0.40 -1.13
C -0.59 -0.82 -2.38
C -0.37 0.91 -0.56
C 0.85 1.78 -0.47
O 0.63 2.68 0.64
H 1.54 -0.45 1.14
H 2.20 -1.61 0.05
H 1.25 -2.20 1.44
H -0.76 -1.33 0.79
H -0.31 -2.42 -0.48
H 0.28 -1.00 -3.00
H -1.23 -1.73 -2.14
H -1.01 0.04 -2.90
H -1.31 1.32 -1.07
H -0.72 0.82 0.48
H 0.96 2.58 -1.16
H 1.70 1.20 -0.37
H 1.22 2.46 1.53
H -1.34 0.54 3.52
H -2.57 -0.01 2.80
O -1.72 0.53 2.67
```

Output
E_HOMO   -8.381 eV
2S+1   1
E_LUMO   0.58 eV
Charge   0

Mulliken population analysis, charges in e, atoms 1 to 8:
1 C -1.185
2 C -0.283
3 N -0.025
4 C -1.016
5 C -0.097
6 C -0.715
7 O -0.573
8 H 0.122

Arrangement 3

This record from the Open Molecules 2025 dataset describes C5H15NO2 as an isolated structure. The level of theory is wB97M-V/def2-TZVPD.

Structure (XYZ):
```
23
Properties=species:S:1:pos:R:3
C -2.41 -1.16 -0.63
C -0.97 -0.68 -0.62
N -0.77 0.73 -0.30
C -1.46 1.07 0.95
C 0.61 0.96 -0.12
C 1.63 0.27 -1.02
O 1.90 -1.01 -0.56
H -2.79 -1.24 0.39
H -2.43 -2.14 -1.10
H -3.01 -0.47 -1.21
H -0.53 -0.77 -1.62
H -0.32 -1.28 0.03
H -0.93 1.90 1.43
H -2.48 1.46 0.85
H -1.45 0.18 1.57
H 0.79 2.02 0.04
H 0.88 0.51 1.01
H 2.60 0.78 -0.90
H 1.54 0.30 -2.10
H 1.63 -0.78 0.34
H 3.19 1.47 2.18
H 2.65 1.45 2.67
O 0.70 -0.24 1.59
```

Output
E_HOMO   -9.823 eV
2S+1   1
E_LUMO   -1.01 eV
Charge   0

Mulliken population analysis, charges in e, atoms 1 to 8:
1 C -1.412
2 C -0.039
3 N 0.040
4 C -0.994
5 C -0.283
6 C -0.824
7 O -0.552
8 H 0.337

The computed energies, referenced to the most stable structure and given in kcal/mol, are arrangement 1 0.0; arrangement 2 48.1; arrangement 3 132.8.

Arrangement 1

This record from the Open Molecules 2025 dataset describes C6H11NS as an isolated structure. The level of theory is wB97M-V/def2-TZVPD.

Structure (XYZ):
```
19
Properties=species:S:1:pos:R:3
C -2.50 0.16 0.27
C -1.45 -0.46 -0.50
C -0.13 -0.16 -0.45
C 1.12 -1.02 -0.96
C 1.73 0.21 0.93
C 0.48 0.88 0.47
H -2.45 1.27 0.60
H -2.56 -0.69 1.31
H -3.78 0.06 -0.49
H -1.76 -1.37 -1.04
H 1.05 -1.87 -0.34
H 1.06 -1.13 -2.00
H 2.99 -1.20 -0.03
H 2.35 1.06 1.14
H 1.72 -0.60 1.72
H -0.15 0.86 1.42
H -0.64 2.01 -1.12
N 2.35 -0.35 -0.36
S 0.54 2.34 -0.56
```

Output
E_HOMO   -8.392 eV
2S+1   1
E_LUMO   0.66 eV
Charge   0

Mulliken population analysis, charges in e, atoms 1 to 8:
1 C -0.954
2 C -0.299
3 C -0.142
4 C -0.919
5 C -0.748
6 C 0.369
7 H 0.317
8 H 0.201

Arrangement 2

This record from the Open Molecules 2025 dataset describes one molecule with the formula C6H11NS. The level of theory is wB97M-V/def2-TZVPD.

Structure (XYZ):
```
19
Properties=species:S:1:pos:R:3
C 0.68 -1.12 0.30
C 0.00 0.22 0.34
C -1.26 -0.36 1.03
C 2.11 -1.38 -0.07
C 0.62 1.41 1.07
C -2.73 -0.20 -1.30
N -0.16 -2.02 0.60
S -2.89 -0.24 0.51
H -0.22 0.52 -0.69
H -1.20 -0.39 2.11
H 2.70 -1.42 0.84
H 2.52 -0.60 -0.71
H 2.18 -2.35 -0.55
H 1.70 1.42 0.92
H 0.42 1.35 2.14
H 0.21 2.34 0.69
H -1.95 -0.90 -1.60
H -2.51 0.81 -1.63
H -3.69 -0.51 -1.69
```

Output
E_HOMO (alpha / beta)   -7.728 / -7.727 eV
2S+1   1
E_LUMO (alpha / beta)   0.80 / 0.80 eV
Charge   0

Mulliken population analysis, charges in e, atoms 1 to 8:
1 C 0.576
2 C 0.412
3 C -0.265
4 C -1.229
5 C -1.387
6 C -0.785
7 N -0.740
8 S -0.055

The computed energies, referenced to the most stable structure and given in kcal/mol, are arrangement 1 48.7; arrangement 2 0.0.